1.
Computed, not measured: a 6-piece molecular cluster, C5H21N2O6 overall at a distorted geometry, with ωB97M-V/def2-TZVPD.

Results
- <S²> = 0.7512
- 2S+1 = 2
- LUMO (alpha / beta) (eV) = 0.06 / -0.03
- strongest force on any atom (eV Å⁻¹) = 4.1
- frontier orbital gap (alpha / beta) (eV) = 2.15 / 9.49

Each line ends with the Löwdin spin population.
Geometry (Å):
N  -0.87704  2.12842  -0.65919  0.0178
C  -0.33502  1.22018  0.44898  0.0270
C  -0.96766  -0.16192  0.28669  0.0286
C  -0.85528  -0.96340  1.56324  0.0832
C  -0.51436  -2.26625  1.57694  0.0843
C  1.18931  1.20722  0.29455  0.0306
N  1.93100  0.44126  1.14262  0.0255
O  1.69654  1.96921  -0.50381  0.0132
H  -0.07318  2.65802  -1.03845  0.0086
H  -1.60437  2.78391  -0.29975  0.0163
H  -1.29406  1.53107  -1.42822  0.0036
H  -0.58788  1.66985  1.44220  0.0034
H  -0.56341  -0.74840  -0.56246  0.0063
H  -2.03744  -0.05705  0.01573  0.0053
H  -1.16501  -0.42681  2.50970  0.0058
H  -0.34380  -2.87174  0.73901  0.0353
H  -0.46699  -2.82743  2.50156  0.0205
H  1.53682  -0.27592  1.74535  0.0214
H  2.91316  0.39592  1.02311  0.0194
H  2.21776  0.12671  -1.93563  0.0155
H  2.00870  -1.06240  -0.96935  0.0172
O  1.56214  -0.55185  -1.61279  0.0660
H  -2.57677  0.79200  -3.31540  0.0029
H  -1.61648  -0.18297  -2.75306  0.0034
O  -2.10891  0.61562  -2.49570  0.0166
H  0.33605  -1.22285  -2.59651  0.0068
H  -0.19970  -1.76898  -3.88455  0.0057
O  -0.50325  -1.45144  -3.05062  0.0288
H  -2.26310  1.76807  3.68870  0.0065
H  -1.12226  2.74726  3.93438  0.0059
O  -1.52041  2.09928  3.27174  0.0216
H  2.07627  -2.77978  0.55646  0.0777
H  3.46568  -2.49371  0.06313  0.0565
O  2.66295  -2.04110  0.30138  0.2127

Force components x, y, z for each atom (eV/Å):
N -0.0546 0.0981 0.7134
C -0.2528 -0.0452 -0.0003
C -0.8120 -0.7522 0.0944
C -0.4199 -0.0298 0.4926
C -0.4221 0.9753 1.5337
C 0.6232 -0.3536 1.3625
N -1.9039 0.6748 0.1338
O 0.3502 0.8128 -0.6593
H 0.0460 -0.1572 0.1503
H 0.6906 -0.6708 -0.3072
H 0.0049 0.4400 0.1632
H 0.0770 -0.3992 -0.9139
H 0.1500 0.5604 0.5313
H 0.3816 0.2033 0.3191
H 0.6636 -0.6930 -1.0814
H 0.2662 -0.3628 -1.3740
H -0.0719 0.1519 0.1807
H -0.0934 0.1843 -0.4248
H 0.6727 0.0474 -0.3367
H -1.0097 -0.9910 0.4799
H 1.1989 -1.5894 1.6478
O -0.2048 2.2891 -2.6511
H -0.2693 0.4912 0.0205
H 0.7036 -0.6942 0.1603
O -0.4874 0.1160 -0.3568
H 0.1025 0.1441 0.3352
H 0.0681 -0.4760 -1.0949
O -0.2026 0.2443 0.7011
H -2.4968 -1.1384 1.3687
H -0.7591 -1.3015 -1.3268
O 3.1986 2.5090 0.0430
H -0.2147 -0.0162 0.1462
H 1.0360 -0.4740 -0.3032
O -0.5586 0.2026 0.2526



2.
Computed, not measured: C32H55BCrN10SSi as an isolated structure at a distorted geometry, with ωB97M-V/def2-TZVPD.

Results
- <S²> = 6.0222
- 2S+1 = 5
- LUMO (alpha / beta) (eV) = 0.40 / 0.40
- strongest force on any atom (eV Å⁻¹) = 4.5
- frontier orbital gap (alpha / beta) (eV) = 8.16 / 8.52
- ΔE to the lowest compared entry with this formula, charge and spin (kJ/mol) = 1.33

Each line ends with the Löwdin spin population.
Geometry (Å):
Cr  -21.17474  -1.39013  -1.83396  3.7675
C  -20.42967  3.40588  -4.59979  0.0000
C  -19.54136  2.49184  -3.83081  0.0001
C  -18.29165  2.10765  -4.20019  0.0009
C  -17.83983  1.23219  -3.16135  0.0003
N  -18.80394  1.07175  -2.28755  0.0045
N  -19.86576  1.88624  -2.67459  0.0020
B  -21.21302  1.91018  -2.00999  0.0036
N  -22.32059  1.28623  -2.90711  0.0045
N  -22.27480  -0.07627  -3.25127  0.0037
C  -23.39624  -0.38656  -3.88152  0.0093
C  -24.20647  0.77827  -3.86298  0.0015
C  -23.47313  1.81274  -3.28901  0.0057
C  -23.94220  3.22909  -3.08604  0.0009
C  -23.66986  -1.73479  -4.44207  0.0021
C  -25.01515  -1.70240  -5.13267  0.0003
C  -23.72212  -2.82281  -3.34842  0.0199
C  -22.66044  -2.15177  -5.45305  0.0001
N  -21.26026  1.16928  -0.62901  0.0110
N  -22.09541  0.09986  -0.38376  0.0078
C  -22.22827  0.08644  0.92746  0.0047
C  -21.50572  1.06388  1.53123  0.0028
C  -20.81593  1.70714  0.52171  0.0027
C  -19.84557  2.78924  0.56515  0.0003
C  -23.17484  -0.88174  1.60697  0.0006
C  -22.45811  -2.03146  2.42913  0.0000
C  -24.05604  -1.60250  0.56070  0.0066
C  -24.03181  -0.06047  2.53809  0.0002
C  -16.44807  0.67027  -3.11684  0.0000
C  -16.26375  -0.18335  -4.41250  0.0004
C  -16.25462  -0.20421  -1.90526  0.0002
C  -15.38012  1.76656  -3.03083  0.0000
H  -20.98482  2.85282  -5.37145  0.0000
H  -19.82761  4.18259  -5.07589  0.0000
H  -21.28401  3.89341  -3.96003  0.0000
H  -17.76839  2.34150  -5.13682  0.0001
H  -21.53837  3.02682  -1.58452  0.0000
H  -25.23974  0.79607  -4.19298  0.0000
H  -24.31166  3.78488  -3.90032  0.0002
H  -23.26014  3.76493  -2.44375  0.0000
H  -24.82248  3.16201  -2.42798  0.0003
H  -25.78647  -1.49297  -4.39979  0.0000
H  -25.30407  -2.63312  -5.68608  0.0001
H  -25.02968  -0.84023  -5.86756  0.0001
H  -24.30638  -2.46727  -2.49718  0.0009
H  -22.71920  -3.01332  -3.00218  0.0106
H  -24.05344  -3.81641  -3.75555  0.0014
H  -22.67858  -1.60908  -6.46573  0.0000
H  -22.71973  -3.21687  -5.52755  0.0001
H  -21.68254  -1.86046  -5.07418  -0.0002
H  -21.34999  1.22632  2.61061  0.0002
H  -19.44361  2.84564  1.55538  0.0000
H  -20.17359  3.82509  0.17759  0.0002
H  -18.96050  2.59126  -0.00866  0.0001
H  -21.79763  -2.63819  1.77016  0.0000
H  -23.24323  -2.58924  2.96423  0.0000
H  -21.77797  -1.45797  3.09699  0.0000
H  -23.38264  -2.03393  -0.24235  0.0054
H  -24.88205  -0.97891  0.05989  0.0000
H  -24.58447  -2.48911  1.00327  0.0003
H  -23.57936  0.46064  3.31549  0.0000
H  -24.71048  -0.73185  3.05288  0.0000
H  -24.68827  0.61895  1.95243  0.0000
H  -16.97663  -1.06423  -4.45255  0.0005
H  -15.24023  -0.55252  -4.35190  0.0000
H  -16.32522  0.39947  -5.35882  0.0000
H  -15.28798  -0.58434  -1.73355  0.0000
H  -16.68200  0.35184  -1.14359  0.0001
H  -16.92275  -1.14460  -1.99201  0.0001
H  -15.48547  2.51663  -3.83219  0.0000
H  -14.39880  1.37915  -3.15806  0.0000
H  -15.33822  2.46212  -2.16507  0.0000
C  -16.76857  -1.16442  1.46004  0.0003
C  -17.70460  -2.27673  0.99220  0.0006
N  -17.60361  -3.51871  1.31254  0.0015
N  -18.64511  -4.21346  0.66472  0.0044
C  -19.41884  -3.31884  -0.02652  0.0102
S  -20.98832  -3.58012  -0.64101  0.0148
N  -18.78517  -2.12968  0.13220  0.0058
N  -19.28386  -0.96293  -0.43000  0.0267
H  -16.19923  -0.68276  0.60860  0.0000
H  -16.11601  -1.55708  2.17927  0.0000
H  -17.38568  -0.40069  1.89406  0.0001
H  -18.83891  -5.13019  0.93315  0.0001
H  -18.67791  -0.45702  -1.10713  0.0021
H  -19.51792  -0.31167  0.28311  0.0014
C  -16.23313  -4.01835  -3.94353  0.0020
Si  -17.96992  -4.17092  -4.49053  0.0151
C  -17.78690  -4.03206  -6.38124  0.0021
C  -18.53080  -5.90603  -4.04422  0.0023
C  -19.19816  -3.04832  -3.76757  0.0581
C  -19.99853  -2.34932  -3.17181  -0.0340
H  -16.16300  -3.25774  -3.13081  0.0001
H  -15.54357  -3.73817  -4.73849  0.0001
H  -16.02821  -4.99189  -3.40714  0.0001
H  -16.96166  -4.80691  -6.61170  0.0002
H  -17.32921  -2.99373  -6.50781  0.0000
H  -18.56580  -4.17355  -7.08224  0.0000
H  -17.92573  -6.69726  -4.46759  0.0003
H  -19.49122  -6.13609  -4.35908  0.0001
H  -18.49939  -6.03624  -2.82542  0.0002

Force components x, y, z for each atom (eV/Å):
Cr -0.5181 1.0157 -0.4223
C -2.1101 0.7040 0.8745
C -0.4235 0.3970 -0.3522
C 1.2720 -0.5287 -0.1766
C -0.5356 1.3592 -1.3591
N -0.5570 0.3804 0.8679
N 1.5656 -1.0162 -0.1506
B -1.0836 0.2341 1.0076
N 1.0307 -1.1654 0.1807
N 1.3718 0.8433 0.9180
C -0.3155 2.1138 0.9828
C -0.6241 -0.5850 -0.7264
C -1.4764 -0.4479 -0.8489
C -0.3107 -1.2137 2.4696
C -1.3441 -0.8618 -0.1954
C -0.9939 0.8150 -1.1931
C 0.0216 -0.1896 -0.2561
C 1.7889 1.5789 -1.3448
N 0.5931 -0.6384 -0.5418
N 0.7654 0.9634 -0.7158
C -1.5376 -2.3504 0.2571
C 1.8730 1.0158 2.0659
C -1.3113 -0.3647 -0.7724
C 0.4546 2.1573 -0.5153
C 0.0408 -1.1378 -0.3871
C 0.7042 1.8976 -0.5974
C -0.6921 -0.5196 -1.0863
C -2.3497 -0.7596 -1.1891
C 0.0812 -0.6432 -0.6332
C 0.0612 -0.1414 -0.0044
C -2.5747 -2.5026 -1.5925
C -0.5348 2.0063 -0.7489
H 0.2678 0.0797 0.0668
H -0.2222 -0.0341 0.0570
H 1.8476 -0.7713 -0.9795
H -0.3130 0.0908 0.6770
H 0.1389 -0.1871 -1.0795
H 0.3156 0.3487 -0.1205
H 0.2013 0.4211 -1.4104
H 0.4407 0.4262 -0.3700
H -0.0107 -0.1610 -0.1168
H -0.4094 -0.0435 0.0932
H 0.5660 0.6633 0.5724
H -0.0538 -1.0253 0.6203
H -0.2577 -0.3466 -0.0781
H 0.5702 -0.0865 0.2682
H -0.1171 1.0476 0.3688
H -0.5932 -0.9091 1.3315
H 0.1905 -0.6555 -0.6256
H 0.2962 -0.5066 0.0540
H -0.3113 -0.0514 -0.7754
H -0.1323 0.5099 0.8577
H 0.0529 -1.6214 0.7988
H 0.3210 -0.4465 -0.7795
H -0.8127 0.1224 0.4561
H 0.6540 0.0218 -0.1288
H -0.4138 -0.7693 0.1989
H -0.9089 0.5214 0.7916
H 1.4397 -0.5789 0.6994
H 0.4817 0.8120 -0.1249
H 1.3682 1.0897 1.0773
H -0.3566 -0.3018 0.0756
H 0.5245 -0.1637 0.3552
H 0.6919 1.1449 0.1336
H 0.0889 -0.3622 -0.2242
H -0.1870 -0.2666 0.7227
H 1.3908 0.0213 0.2208
H -0.2325 0.9753 2.1507
H 0.8607 1.2004 -0.0127
H -0.1660 -0.4454 -0.1707
H 0.8929 -0.6735 0.0058
H -0.5149 -1.0000 0.1334
C -1.1541 -0.0054 -2.4337
C 0.3940 -0.2045 -0.5304
N -0.0383 -1.2143 0.2704
N 1.0058 4.3785 -0.5442
C -0.8922 -1.2519 0.8267
S 0.8797 -0.1889 0.4389
N 0.2837 0.4857 -0.2733
N 0.2178 -0.3696 -0.7258
H -0.6675 -0.8036 0.9482
H 0.9240 -0.5660 0.9476
H -0.2159 0.5394 0.3652
H -0.4465 -1.4175 0.2423
H -0.2150 -0.5290 0.2214
H -0.4146 0.5939 0.8828
C 0.4605 0.1135 2.2281
Si -1.2946 -0.8360 -1.4093
C 2.6169 0.3144 0.8931
C 1.6315 0.0360 3.3981
C 0.7354 0.0047 -0.2737
C -0.0644 0.2751 0.0896
H 0.1071 -0.3139 -0.5529
H 0.1333 -0.3580 0.1417
H 0.3634 0.8996 -0.9084
H -1.0832 1.2149 0.1677
H -0.4858 -1.2549 -0.1992
H -1.0187 -0.0660 -0.4582
H 0.5737 -0.1087 -0.0108
H -2.1432 -0.1546 -0.4165
H -0.1130 0.2825 -2.9300